Entry 1:
{"formula": "C4H7N2P", "method": "ωB97M-V with the def2-TZVPD basis set", "largest_force_ev_per_a": 3.10, "multiplicity": 1, "orbital_gap_ha": [0.2296, 0.2302], "species": ["C", "C", "C", "C", "N", "N", "P", "H", "H", "H", "H", "H", "H", "H"], "xyz": [[1.119546, 0.418034, -1.399505], [0.247653, -0.478654, -0.987417], [-0.096062, -1.790014, -0.446704], [0.029763, 0.989345, 1.253871], [-0.361728, 0.755663, -1.159824], [-0.940205, 1.591551, 0.341465], [-2.475232, 1.965860, 0.618881], [2.140474, 0.714730, -1.555867], [-0.164928, -2.557126, -1.174322], [-1.013124, -1.775252, -0.009945], [0.662445, -2.058702, 0.235726], [0.034324, 1.455348, 2.190887], [-0.248193, -0.098172, 1.290795], [1.065266, 0.867388, 0.801958]], "forces_ev_per_a": [[-1.9, -1.3, 1.3], [1.6, 0.7, -0.4], [1.6, 0.4, -1.3], [0.4, -1.5, -1.6], [-0.9, 1.7, -2.0], [1.1, -2.0, 0.5], [1.0, 0.1, -0.7], [-0.3, 0.4, -0.2], [0.2, -0.6, -1.1], [-2.7, 0.2, 1.6], [0.8, -0.5, 0.9], [0.1, 0.5, 1.4], [0.1, 1.0, 0.8], [-1.0, 1.0, 0.7]], "lowdin_charge": [0.058, -0.364, -0.015, -0.222, 0.039, -0.597, 0.595, 0.097, 0.083, 0.054, 0.085, 0.044, 0.068, 0.076]}

Entry 2:
{"formula": "C26H70N2O8", "method": "ωB97M-V with the def2-TZVPD basis set", "largest_force_ev_per_a": 2.38, "smiles": "COC[C@H](C)N.COC[C@H](C)N.CC(C)O.CC(C)O.CC(C)O.CC(C)O.CC(C)O.CC(C)O", "multiplicity": 1, "orbital_gap_ha": 0.3614, "species": ["C", "O", "C", "C", "C", "N", "H", "H", "H", "H", "H", "H", "H", "H", "H", "H", "H", "C", "O", "C", "C", "C", "N", "H", "H", "H", "H", "H", "H", "H", "H", "H", "H", "H", "C", "C", "C", "O", "H", "H", "H", "H", "H", "H", "H", "H", "C", "C", "C", "O", "H", "H", "H", "H", "H", "H", "H", "H", "C", "C", "C", "O", "H", "H", "H", "H", "H", "H", "H", "H", "C", "C", "C", "O", "H", "H", "H", "H", "H", "H", "H", "H", "C", "C", "C", "O", "H", "H", "H", "H", "H", "H", "H", "H", "C", "C", "C", "O", "H", "H", "H", "H", "H", "H", "H", "H"], "xyz": [[-5.811425, -0.632395, 2.112563], [-5.007763, -0.748761, 3.212915], [-5.100808, -1.952817, 3.951821], [-4.130113, -1.920393, 5.104334], [-4.334181, -3.123758, 6.026429], [-4.274031, -0.720768, 5.903947], [-5.606651, -1.412515, 1.379362], [-5.626193, 0.311903, 1.600620], [-6.824123, -0.646528, 2.515464], [-6.111876, -2.223472, 4.256098], [-4.823686, -2.755677, 3.268650], [-3.099444, -1.956862, 4.751514], [-3.724065, -3.093197, 6.929170], [-4.010889, -4.014156, 5.487217], [-5.370893, -3.331718, 6.291142], [-5.246470, -0.642261, 6.165297], [-4.162571, 0.039465, 5.248417], [2.129779, 3.613496, -4.574844], [1.617534, 2.625096, -5.454974], [0.164283, 2.469398, -5.329302], [-0.224153, 1.126692, -6.055362], [-1.728302, 0.759186, -5.898624], [0.529899, 0.039699, -5.445472], [1.960027, 4.654731, -4.848872], [3.209411, 3.466345, -4.545488], [1.723108, 3.492563, -3.570810], [-0.169203, 2.547173, -4.294487], [-0.373925, 3.286346, -5.809961], [0.063025, 1.284222, -7.094994], [-2.033273, 0.707711, -4.853430], [-1.988817, -0.141881, -6.453888], [-2.408364, 1.422401, -6.433206], [1.444899, 0.442747, -5.588394], [0.467753, 0.278328, -4.466033], [-1.233979, 0.242958, 0.634632], [-0.079047, 0.818442, -0.206022], [1.081287, 1.281038, 0.711372], [0.398840, -0.136326, -1.151529], [-1.737818, 0.978529, 1.261669], [-0.952251, -0.632130, 1.220258], [-2.118344, -0.144941, 0.129131], [-0.453971, 1.724756, -0.681561], [1.731804, 1.978443, 0.183592], [1.598334, 0.397110, 1.084758], [0.634968, 1.865809, 1.515697], [0.836749, -0.857870, -0.694125], [0.139539, -5.399064, -3.356499], [-1.012861, -4.866589, -4.210192], [-1.983779, -3.966671, -3.465606], [-0.446505, -4.196729, -5.324613], [0.846387, -6.043990, -3.878547], [-0.287698, -5.975671, -2.536075], [0.625084, -4.627520, -2.758956], [-1.582531, -5.689763, -4.641429], [-2.675750, -3.481267, -4.153834], [-1.508888, -3.190040, -2.866090], [-2.571153, -4.596975, -2.797919], [-0.258219, -3.281031, -5.106344], [-5.622576, 5.043465, 1.042162], [-4.306257, 5.711452, 0.576639], [-3.177873, 4.715101, 0.495989], [-4.501218, 6.355681, -0.691690], [-6.378199, 5.731241, 1.421774], [-5.308479, 4.275638, 1.749181], [-6.024229, 4.478992, 0.200639], [-3.933384, 6.489459, 1.242796], [-3.591233, 3.853226, -0.027853], [-2.827480, 4.344272, 1.459229], [-2.302990, 4.973280, -0.100679], [-3.778868, 6.968550, -0.847230], [4.382046, -2.311518, -2.680255], [4.704824, -2.948945, -1.313148], [6.016711, -2.368894, -0.686392], [3.619939, -2.677662, -0.389992], [3.577923, -2.848299, -3.183595], [5.302046, -2.381175, -3.260635], [4.108166, -1.275598, -2.480336], [4.717483, -4.038850, -1.320285], [6.906733, -2.712684, -1.213413], [6.095624, -2.556661, 0.384409], [6.008316, -1.287205, -0.820546], [3.759010, -3.304800, 0.323425], [0.798296, -4.678466, 4.034111], [2.377726, -4.732390, 3.927546], [3.071815, -5.464986, 5.061782], [2.768810, -5.397442, 2.792105], [0.372923, -5.657415, 4.255056], [0.404337, -4.253687, 3.110827], [0.432148, -3.972116, 4.779170], [2.785567, -3.723373, 3.867091], [4.154716, -5.496222, 4.941607], [2.694072, -6.484096, 5.144348], [2.984643, -5.025153, 6.055281], [2.406059, -6.285768, 2.821800], [4.871965, 6.611438, 0.176633], [4.214273, 6.114430, 1.481576], [5.116306, 5.164071, 2.289352], [3.975527, 7.220678, 2.252951], [4.767669, 5.874618, -0.619806], [5.904267, 6.950234, 0.264244], [4.235474, 7.419656, -0.183602], [3.248867, 5.649592, 1.281566], [5.238592, 4.193535, 1.808510], [4.730551, 5.003572, 3.296104], [6.073244, 5.676358, 2.388997], [4.817420, 7.614020, 2.493969]], "forces_ev_per_a": [[-0.8, 0.0, -0.3], [1.6, 0.4, 1.7], [0.5, -0.5, -1.4], [-0.3, -0.4, 1.3], [0.3, -0.9, -0.7], [0.1, 0.6, -0.2], [-0.3, -0.4, -0.1], [0.1, 0.1, 0.3], [-0.6, -0.1, -0.8], [-0.4, 0.5, 0.3], [0.2, -0.4, -0.1], [0.0, 0.1, -0.2], [-0.1, 0.4, -0.1], [0.0, -0.2, -0.1], [-0.1, 0.4, 0.1], [-0.3, -0.1, 0.4], [0.2, 0.5, 0.0], [0.4, -0.4, 0.1], [-1.7, 0.4, 0.4], [0.2, -0.2, -1.3], [-1.4, 0.8, 1.2], [0.1, 0.8, -1.1], [0.8, 0.7, -0.3], [-0.3, 0.0, -0.5], [0.0, 0.0, 0.1], [0.0, -0.2, 0.2], [0.3, -0.6, 0.4], [0.2, 0.3, -0.4], [-0.1, -0.4, -0.1], [0.1, -0.2, 0.0], [0.6, -0.6, 0.5], [0.1, 0.8, 0.3], [1.1, -0.8, -0.2], [-0.4, -0.7, 0.8], [-0.7, -0.3, 0.1], [0.1, -0.5, 1.3], [-1.1, 0.2, -0.4], [-0.5, 0.8, -0.6], [0.6, 0.3, 0.4], [0.5, 0.2, 0.4], [0.3, 0.0, -1.1], [0.0, -0.3, -0.8], [0.3, -0.4, -0.1], [0.2, 0.2, 0.2], [0.2, -0.2, 0.3], [0.1, 0.0, 0.2], [-1.0, -0.3, 1.2], [0.9, 0.5, -0.2], [-0.2, -0.4, 0.3], [-0.1, 0.1, -0.7], [-0.1, 0.3, -0.2], [-0.2, -0.6, 0.0], [0.4, 0.4, -0.6], [0.1, -0.2, 0.0], [0.0, -0.1, -0.1], [0.3, 0.0, 0.0], [-0.1, 0.1, 0.2], [0.1, 0.2, 0.1], [1.3, 0.0, -0.6], [0.4, 1.0, 0.0], [-0.1, -1.6, -0.6], [-0.5, -0.4, 0.0], [0.2, -0.1, 0.1], [-0.4, 0.2, 0.5], [-0.1, 0.2, -0.2], [-0.6, 0.2, 0.6], [0.1, -0.4, -0.1], [-0.1, 0.2, 0.2], [-0.1, 0.7, 0.1], [0.1, 0.0, 0.1], [0.4, -0.8, 1.2], [0.1, 0.5, 1.0], [-0.7, 0.0, -0.9], [0.0, 0.3, -0.4], [0.0, 0.2, 0.0], [-0.2, 0.2, -0.3], [0.0, 0.0, -0.3], [0.5, -0.1, -0.7], [0.0, -0.3, 0.1], [0.0, -0.3, -0.1], [-0.1, 0.1, 0.1], [-0.3, 0.0, 0.3], [1.2, 0.7, 0.0], [-1.1, 0.2, 1.8], [0.1, 0.2, 1.3], [0.3, -0.4, -2.2], [0.0, -0.1, -0.2], [0.0, -0.4, -0.3], [0.3, -0.1, 0.4], [-0.2, 0.1, -0.2], [0.0, -0.1, -0.6], [0.0, -0.1, -0.1], [-0.5, 0.2, 0.0], [0.0, -0.2, -0.1], [-1.3, -0.7, -0.5], [1.5, -1.0, -0.6], [-0.3, 0.1, -0.4], [-1.0, 1.7, 1.4], [0.5, -0.3, 0.0], [0.0, -0.1, 0.2], [0.2, 0.3, 0.1], [0.0, 0.0, -0.1], [0.2, 0.0, -0.1], [-0.2, 0.0, -0.1], [0.3, -0.3, 0.0], [0.1, 0.1, 0.1]], "lowdin_charge": [-0.131, -0.202, -0.212, -0.449, -0.070, 0.041, 0.089, 0.088, 0.092, 0.127, 0.126, 0.139, 0.078, 0.072, 0.075, 0.074, 0.062, -0.116, -0.201, -0.170, -0.412, -0.065, 0.040, 0.082, 0.087, 0.077, 0.112, 0.117, 0.135, 0.074, 0.070, 0.064, 0.056, 0.062, -0.069, -0.471, -0.051, -0.057, 0.070, 0.075, 0.069, 0.127, 0.071, 0.080, 0.073, 0.078, -0.060, -0.495, -0.060, -0.060, 0.079, 0.069, 0.072, 0.132, 0.080, 0.076, 0.077, 0.077, -0.038, -0.490, -0.083, -0.059, 0.077, 0.071, 0.080, 0.127, 0.076, 0.079, 0.076, 0.082, -0.043, -0.456, -0.056, -0.085, 0.073, 0.077, 0.081, 0.127, 0.071, 0.070, 0.073, 0.069, -0.038, -0.508, -0.071, -0.050, 0.073, 0.069, 0.068, 0.135, 0.079, 0.078, 0.076, 0.093, -0.056, -0.525, -0.055, -0.048, 0.071, 0.079, 0.075, 0.137, 0.077, 0.077, 0.074, 0.094]}

Entry 3:
{"formula": "C18H21Cl5NO2PTi", "method": "ωB97M-V with the def2-TZVPD basis set", "largest_force_ev_per_a": 2.38, "multiplicity": 2, "total_charge": 1, "orbital_gap_ha": [0.3021, 0.3367], "species": ["Ti", "Cl", "C", "C", "Cl", "C", "Cl", "C", "O", "C", "Cl", "C", "Cl", "C", "N", "C", "C", "C", "C", "C", "C", "C", "C", "H", "H", "H", "H", "H", "H", "H", "H", "H", "H", "H", "H", "C", "P", "C", "C", "O", "H", "H", "H", "H", "H", "H", "H", "H", "H"], "xyz": [[0.330913, -0.228628, -0.523279], [-0.065506, -6.992026, 0.372183], [0.262120, -5.390722, -0.146445], [-0.683955, -4.386015, 0.055306], [-2.156603, -4.710712, 0.870718], [-0.412566, -3.105006, -0.399394], [-1.521335, -1.804012, -0.198816], [0.777443, -2.766248, -1.070779], [0.968552, -1.561853, -1.518396], [1.736666, -3.791994, -1.213036], [3.233875, -3.375893, -1.946716], [1.482477, -5.082873, -0.764082], [2.662947, -6.303787, -0.944754], [2.974614, 0.623772, 0.147061], [1.904111, 1.001967, -0.772972], [2.405537, 0.967765, -2.150833], [1.333581, 2.329980, -0.481694], [-0.042433, 2.433696, -1.124061], [-0.643333, 3.659288, -1.380048], [-1.885664, 3.702195, -1.996734], [-2.500547, 2.525368, -2.393933], [-1.897634, 1.300888, -2.135552], [-0.674884, 1.226587, -1.470604], [3.833944, 1.307318, 0.092210], [3.314780, -0.385637, -0.108194], [2.603435, 0.619816, 1.177408], [3.264485, 1.641791, -2.264885], [1.606687, 1.285781, -2.826086], [2.701462, -0.054527, -2.401430], [1.987339, 3.129345, -0.862044], [1.249830, 2.441877, 0.611321], [-0.135589, 4.576606, -1.116961], [-2.368072, 4.650053, -2.186557], [-3.450099, 2.565353, -2.908483], [-2.384061, 0.383661, -2.462195], [-2.624208, 0.830285, 1.429418], [-1.051342, 0.426435, 2.264063], [-1.210041, -1.053432, 3.310986], [-0.695464, 1.878609, 3.300319], [0.116712, 0.239271, 1.318822], [-3.267137, 1.357462, 2.131035], [-3.143021, -0.059670, 1.083990], [-2.402040, 1.476231, 0.576317], [-1.892918, -0.886594, 4.138230], [-0.217309, -1.284421, 3.697393], [-1.556623, -1.894389, 2.711412], [-1.396162, 1.958206, 4.123898], [-0.790359, 2.757272, 2.663826], [0.317399, 1.821565, 3.693050]], "forces_ev_per_a": [[-1.0, 0.8, 0.8], [0.0, 0.1, 0.0], [-0.1, 0.1, 0.0], [0.2, -0.2, 0.0], [-0.1, 0.0, 0.0], [0.8, -0.4, -0.3], [-1.2, -0.5, -0.1], [-0.1, -2.3, 0.5], [1.1, -1.1, -1.8], [-0.2, 0.4, 0.0], [-0.1, 0.0, 0.0], [-0.2, 0.1, 0.1], [0.1, 0.0, -0.1], [0.5, 0.0, 0.5], [1.3, 1.1, 0.0], [0.1, 0.0, -0.6], [-0.3, 0.8, 0.2], [0.0, -0.2, -0.1], [0.1, 0.0, 0.1], [0.1, 0.0, 0.1], [-0.1, -0.2, -0.1], [-0.1, 0.0, 0.0], [-0.5, 0.8, -0.5], [-0.2, -0.1, -0.1], [0.0, 0.1, 0.0], [0.0, 0.0, -0.2], [-0.1, -0.1, 0.1], [0.2, -0.1, 0.1], [0.0, 0.2, 0.0], [0.0, -0.2, 0.2], [0.2, 0.0, -0.3], [0.0, 0.2, 0.0], [0.0, 0.1, 0.0], [-0.1, 0.0, 0.0], [0.0, 0.1, 0.0], [0.6, -0.2, 0.3], [-1.1, 0.6, 1.5], [0.1, 0.5, -0.4], [0.0, -0.6, -0.4], [0.4, 0.0, 0.5], [0.0, 0.0, 0.1], [0.0, 0.0, 0.0], [0.0, 0.0, 0.0], [-0.1, 0.1, 0.1], [0.0, 0.0, 0.0], [0.0, 0.0, 0.0], [-0.2, 0.0, 0.1], [0.0, 0.1, 0.0], [0.1, -0.1, 0.0]], "lowdin_charge": [0.788, 0.720, -0.699, -0.691, 0.730, -0.539, 0.876, -0.430, -0.192, -0.592, 0.756, -0.691, 0.739, -0.053, -0.395, -0.042, -0.139, -0.250, -0.036, -0.069, -0.080, -0.111, -0.226, 0.112, 0.100, 0.089, 0.112, 0.109, 0.090, 0.144, 0.124, 0.115, 0.109, 0.107, 0.098, -0.144, 0.661, -0.134, -0.139, -0.447, 0.070, 0.038, 0.050, 0.067, 0.070, 0.033, 0.064, 0.064, 0.066]}